[1]
A molecular structure, C50H56BCsN15O3, computed with ωB97M-V with the def2-TZVPD basis set.

The geometry in XYZ format:
```
126
Properties=species:S:1:pos:R:3
Cs -1.206 0.735 -1.067
C -5.663 2.252 0.783
C -4.371 1.770 0.483
N -3.670 2.201 -0.537
C -4.184 3.174 -1.343
C -5.457 3.747 -1.099
C -6.193 3.232 -0.005
C -5.948 4.798 -1.914
C -5.163 5.254 -2.938
C -3.912 4.678 -3.224
C -3.394 3.614 -2.482
N -2.190 3.018 -2.680
C -1.542 2.944 -3.850
C -2.114 2.985 -5.135
C -1.347 2.812 -6.295
C 0.009 2.582 -6.256
C 0.642 2.492 -4.991
C 2.020 2.201 -4.844
C 2.571 2.080 -3.599
C 1.740 2.263 -2.475
N 0.463 2.549 -2.570
C -0.109 2.664 -3.797
H -6.210 1.844 1.624
H -3.909 0.999 1.104
H -7.180 3.634 0.197
H -6.924 5.229 -1.712
H -5.516 6.077 -3.552
H -3.317 5.070 -4.039
H -3.182 3.130 -5.217
H -1.845 2.859 -7.260
H 0.592 2.467 -7.164
H 2.624 2.063 -5.735
H 3.621 1.840 -3.465
H 2.139 2.154 -1.470
C 4.033 3.231 2.951
N 3.512 2.451 1.845
C 4.179 2.054 0.750
N 3.440 1.247 0.030
C 2.281 1.170 0.755
N 2.281 1.880 1.873
C 5.025 2.464 3.813
C 5.974 3.155 4.554
C 6.898 2.466 5.325
C 6.880 1.081 5.375
C 5.915 0.385 4.662
C 4.995 1.075 3.878
C 5.845 -1.081 4.775
N 6.491 -1.857 5.558
N 5.997 -3.148 5.339
C 5.063 -3.028 4.467
O 4.939 -1.757 4.053
C 4.126 -4.048 3.975
C 3.996 -5.230 4.695
C 3.043 -6.161 4.308
C 2.216 -5.899 3.228
C 2.356 -4.728 2.496
C 1.402 -4.488 1.347
N 1.528 -3.196 0.720
C 0.849 -2.072 1.007
N 1.206 -1.125 0.172
C 2.124 -1.733 -0.632
N 2.381 -2.993 -0.332
C 3.331 -3.812 2.859
H 3.183 3.559 3.540
H 4.514 4.114 2.540
H 5.189 2.379 0.521
H 1.424 0.586 0.430
H 6.004 4.239 4.509
H 7.642 3.016 5.890
H 7.594 0.527 5.976
H 4.241 0.515 3.333
H 4.626 -5.387 5.564
H 2.923 -7.077 4.872
H 1.435 -6.605 2.960
H 0.378 -4.578 1.707
H 1.553 -5.235 0.572
H 0.060 -1.995 1.762
H 2.618 -1.226 -1.455
H 3.436 -2.881 2.308
N -0.443 1.781 2.605
C -0.974 3.144 2.796
C 0.063 4.152 2.301
C 0.225 3.973 0.801
N -0.934 4.503 0.068
H -1.141 1.050 2.672
H 0.279 1.576 3.281
H -1.258 3.365 3.827
H -1.863 3.250 2.176
H 1.018 3.962 2.808
H -0.243 5.179 2.527
H 0.212 2.904 0.675
H 1.188 4.364 0.456
H -1.019 4.085 -0.858
H -0.867 5.504 -0.049
C -0.047 -1.875 -6.401
N -0.523 -2.565 -5.206
C -0.664 -4.017 -5.241
C -0.630 -1.908 -4.053
N -0.715 -1.333 -3.047
H -0.739 -2.039 -7.229
H 0.940 -2.242 -6.692
H 0.015 -0.808 -6.206
H -1.410 -4.306 -5.983
H -0.983 -4.376 -4.267
H 0.287 -4.492 -5.497
C -4.302 -4.716 1.522
C -3.343 -3.981 0.591
C -2.719 -4.987 -0.366
O -2.279 -3.427 1.411
B -2.337 -2.002 1.473
O -3.379 -1.611 0.592
C -3.973 -2.735 -0.107
C -5.485 -2.620 0.024
C -3.597 -2.599 -1.578
H -3.750 -5.507 2.036
H -5.138 -5.169 0.974
H -4.693 -4.036 2.280
H -2.262 -5.786 0.222
H -1.936 -4.519 -0.965
H -3.467 -5.432 -1.034
H -5.800 -2.636 1.067
H -5.997 -3.425 -0.518
H -5.793 -1.663 -0.405
H -2.515 -2.572 -1.700
H -3.996 -1.654 -1.955
H -4.011 -3.415 -2.180
```

ΔE to the lowest compared entry with this formula, charge and spin ... 122.61 kJ/mol
Spin multiplicity ... 1
Total charge ... -1

Atomic partial charges in e from the Löwdin method, atoms 1 to 5: 0.9923 -0.0605 -0.1515 -0.0059 -0.1549



[2]
A molecular structure, C50H56BrCl2IN5SV, computed with ωB97M-V with the def2-TZVPD basis set.

The geometry in XYZ format:
```
117
Properties=species:S:1:pos:R:3
V 0.327 0.508 -0.901
Cl 3.256 2.964 3.811
C 2.258 2.037 2.685
Cl 2.924 2.312 1.023
H 1.262 2.477 2.669
H 2.301 0.947 2.874
C -3.290 2.565 2.249
C -1.765 2.651 2.166
C -1.295 2.910 3.619
C -1.391 3.731 1.147
C -1.391 5.065 1.593
C -1.058 6.121 0.761
C -0.542 5.827 -0.502
C -0.545 4.484 -0.995
C 0.081 4.291 -2.425
C -0.785 3.644 -3.498
C 1.509 3.677 -2.227
C -1.048 3.433 -0.216
N -1.093 2.125 -0.737
C -2.360 1.509 -0.781
C -2.437 0.107 -0.853
N -1.283 -0.628 -0.752
C -1.345 -2.028 -0.591
C -1.321 -2.890 -1.707
C -1.480 -4.282 -1.457
C -1.551 -4.757 -0.156
C -1.420 -3.890 0.925
C -1.295 -2.530 0.727
C -1.234 -1.578 1.967
C -2.676 -1.349 2.436
C -0.311 -2.160 3.076
C -1.137 -2.440 -3.133
C -1.681 -1.115 -3.621
C 0.355 -2.541 -3.527
C -3.851 -0.263 -1.056
C -4.501 -1.435 -1.091
C -5.956 -1.417 -1.232
C -6.675 -0.263 -1.422
C -5.965 0.970 -1.422
C -6.559 2.252 -1.428
C -5.743 3.354 -1.277
C -4.311 3.281 -1.062
C -3.709 2.047 -1.055
C -4.588 0.920 -1.239
H -3.600 1.859 3.030
H -3.831 2.383 1.302
H -3.674 3.528 2.614
H -1.339 1.690 1.835
H -1.929 3.651 4.135
H -0.307 3.327 3.708
H -1.313 1.991 4.212
H -1.690 5.275 2.629
H -1.112 7.153 1.175
H -0.117 6.655 -1.096
H 0.277 5.299 -2.762
H -0.996 2.590 -3.331
H -0.293 3.747 -4.471
H -1.702 4.183 -3.672
H 1.491 2.709 -1.734
H 2.079 4.395 -1.606
H 2.003 3.536 -3.159
H -1.520 -4.968 -2.308
H -1.727 -5.798 0.043
H -1.427 -4.272 1.918
H -0.868 -0.613 1.610
H -3.098 -2.235 2.935
H -3.394 -1.197 1.614
H -2.726 -0.517 3.139
H -0.598 -3.167 3.416
H -0.304 -1.505 3.937
H 0.750 -2.226 2.743
H -1.611 -3.184 -3.777
H -1.095 -0.250 -3.346
H -2.717 -0.980 -3.325
H -1.702 -1.146 -4.731
H 0.954 -1.841 -2.965
H 0.413 -2.352 -4.582
H 0.701 -3.555 -3.340
H -3.999 -2.402 -0.984
H -6.525 -2.340 -1.203
H -7.745 -0.312 -1.521
H -7.636 2.389 -1.556
H -6.215 4.348 -1.349
H -3.749 4.231 -0.899
Br 8.476 0.313 -2.272
C 7.515 0.249 -0.649
C 8.230 0.244 0.570
C 7.527 0.121 1.794
C 6.154 0.075 1.787
C 5.441 0.087 0.600
C 6.131 0.213 -0.609
I 4.947 0.223 -2.336
H 9.323 0.297 0.535
H 8.052 0.004 2.742
H 5.679 -0.034 2.745
H 4.371 -0.116 0.588
N 1.646 -0.951 0.090
C 2.215 -1.811 0.622
N 2.681 -2.957 1.149
C 4.044 -3.062 1.715
C 4.160 -4.330 2.567
C 3.749 -5.622 1.830
C 2.359 -5.386 1.196
C 2.371 -4.118 0.288
H 4.306 -2.158 2.276
H 4.763 -3.110 0.885
H 3.495 -4.173 3.433
H 5.158 -4.429 2.986
H 3.727 -6.490 2.513
H 4.461 -5.821 1.066
H 1.584 -5.156 1.957
H 1.973 -6.230 0.629
H 1.395 -4.008 -0.219
H 3.149 -4.201 -0.501
S 2.560 0.711 -5.251
C 2.014 0.532 -3.717
N 1.555 0.366 -2.652
```

Spin multiplicity ... 4
Total charge ... -1

Atomic partial charges in e from the Löwdin method, atoms 1 to 5: 0.7249 0.4998 -0.9528 0.5323 -0.0088



| no. | calculated total energy (eV) | strongest force on any atom (Eh/bohr) |
| --- | --- | --- |
| 1 | -82479.178 | 0.030 |
| 2 | -199923.744 | 0.049 |